No. 1
This record from the OMol25 dataset describes a structure of composition C4H6O. The level of theory is ωB97M-V/def2-TZVPD.

Structure (ORCA input):
```
! wB97M-V def2-TZVPD RIJCOSX def2/J DEFGRID3
* xyz 0 1
O -1.591 -0.011 1.270
C -0.876 0.229 0.321
C -0.473 1.332 -0.403
C 1.067 -0.393 0.368
C 0.070 -1.158 -0.241
H 0.134 1.218 -1.290
H -1.004 2.273 -0.270
H 1.180 -0.404 1.447
H 1.822 0.143 -0.195
H -0.408 -1.958 0.314
H 0.078 -1.271 -1.322
*
```

For the gap between HOMO and LUMO, the calculation gives 0.31059 hartree. The value obtained for the HOMO energy is -8.513 eV.



No. 2
This record from the OMol25 dataset describes a structure of composition C19H16F5NOPdS2 in a non-equilibrium geometry. The level of theory is ωB97M-V/def2-TZVPD.

Structure (ORCA input):
```
! wB97M-V def2-TZVPD RIJCOSX def2/J DEFGRID3
* xyz -2 1
Pd 0.531 0.029 0.306
S -3.763 2.458 0.372
C -3.190 2.993 -1.174
C -3.720 3.949 -2.032
C -3.050 4.216 -3.217
C -1.860 3.548 -3.522
C -1.334 2.595 -2.666
C -2.010 2.291 -1.486
N -1.624 1.341 -0.574
C -2.395 1.288 0.452
C -2.235 0.385 1.587
C -3.207 0.381 2.603
C -3.040 -0.409 3.720
C -1.933 -1.267 3.777
C -1.036 -1.326 2.726
C -1.078 -0.450 1.614
H -4.626 4.484 -1.772
H -3.445 4.958 -3.902
H -1.337 3.788 -4.440
H -0.399 2.087 -2.870
H -4.102 0.994 2.512
H -3.762 -0.380 4.530
H -1.786 -1.887 4.659
H -0.241 -2.065 2.759
O 0.608 -3.230 0.003
S 0.430 -2.125 -1.004
C 0.225 -3.190 -2.618
C 1.509 -3.152 -3.438
C 2.626 -2.884 -2.436
C 2.130 -1.729 -1.583
H -0.649 -2.813 -3.154
H 0.011 -4.185 -2.223
H 1.471 -2.333 -4.165
H 1.679 -4.077 -4.002
H 3.579 -2.657 -2.925
H 2.768 -3.762 -1.799
H 2.061 -0.796 -2.145
H 2.702 -1.560 -0.675
F 3.423 0.475 0.878
C 2.414 1.113 0.100
F 3.182 1.706 -0.934
C 2.047 2.322 0.984
F 3.062 3.257 1.112
F 1.019 3.028 0.471
F 1.738 1.997 2.240
*
```

For the gap between HOMO and LUMO, the calculation gives 0.12587 hartree. The value obtained for the HOMO energy is 1.035 eV.



No. 3
This record from the OMol25 dataset describes a structure of composition C9H14NS in a non-equilibrium geometry. The level of theory is ωB97M-V/def2-TZVPD.

Structure (ORCA input):
```
! wB97M-V def2-TZVPD RIJCOSX def2/J DEFGRID3
* xyz 1 1
C 2.869 -2.647 -1.447
C 2.249 -2.288 -0.480
C -1.581 1.868 0.323
C -2.414 0.678 -0.088
C -0.270 1.435 1.006
C -1.585 -0.140 -1.118
C 1.433 -1.545 1.080
C 0.593 0.588 0.065
C -0.185 -0.611 -0.520
N 1.815 -0.141 0.704
S -0.342 -1.825 0.955
H 3.009 -2.906 -2.475
H -1.317 2.539 -0.580
H -1.998 2.542 1.096
H -2.758 0.082 0.856
H -3.387 1.227 -0.547
H 0.333 2.411 1.309
H -0.551 0.798 1.805
H -2.121 -0.991 -1.395
H -1.533 0.520 -1.941
H 1.905 -1.858 2.007
H 1.034 1.192 -0.851
H 0.394 -1.096 -1.228
H 1.992 0.411 1.567
H 2.412 -0.241 -0.103
*
```

For the gap between HOMO and LUMO, the calculation gives 0.37404 hartree. The value obtained for the HOMO energy is -13.596 eV.



No. 4
This record from the OMol25 dataset describes a structure of composition C21H21AsFeN3O3 in a non-equilibrium geometry. The level of theory is ωB97M-V/def2-TZVPD.

Structure (ORCA input):
```
! wB97M-V def2-TZVPD RIJCOSX def2/J DEFGRID3
* xyz 2 6
Fe -15.871 -3.257 0.730
C -19.032 -0.239 1.860
C -17.950 -1.165 1.911
N -17.536 -1.845 0.843
C -18.262 -1.706 -0.294
C -19.225 -0.685 -0.499
C -19.572 0.062 0.622
C -19.908 -0.681 -1.736
C -19.741 -1.634 -2.721
C -18.720 -2.663 -2.569
C -18.336 -3.577 -3.541
C -17.265 -4.413 -3.290
C -16.653 -4.487 -2.021
N -16.992 -3.625 -1.021
C -17.968 -2.663 -1.342
H -19.428 0.130 2.796
H -17.492 -1.357 2.860
H -20.290 0.887 0.502
H -20.636 0.120 -1.891
H -20.489 -1.710 -3.558
H -18.909 -3.572 -4.507
H -16.885 -5.022 -4.084
H -15.846 -5.183 -1.877
O -12.086 -4.911 -0.059
C -13.104 -4.244 0.053
O -14.304 -4.758 0.109
C -12.989 -2.773 0.143
C -11.705 -2.173 0.151
C -11.668 -0.773 0.117
C -12.879 -0.023 0.181
C -14.081 -0.711 0.462
N -14.113 -2.068 0.422
H -10.812 -2.745 0.093
H -10.700 -0.287 0.095
H -12.927 1.080 0.140
H -15.021 -0.167 0.706
C -16.164 -4.799 5.334
As -15.138 -4.815 3.662
C -13.257 -4.201 3.695
C -15.281 -6.629 2.965
O -15.991 -3.718 2.629
H -16.268 -3.708 5.387
H -15.808 -5.212 6.287
H -17.102 -5.269 5.094
H -13.378 -3.159 3.939
H -12.643 -4.497 2.773
H -12.690 -4.530 4.560
H -14.668 -7.415 3.464
H -15.008 -6.569 1.910
H -16.353 -6.899 3.128
*
```

For the gap between HOMO and LUMO (alpha / beta), the calculation gives 0.30356 / 0.25019 hartree. The value obtained for the HOMO energy (alpha / beta) is -14.921 / -14.923 eV.



No. 5
This record from the OMol25 dataset describes a cluster of 12 separate species, C45H79N5O17 in total in a non-equilibrium geometry. The level of theory is ωB97M-V/def2-TZVPD.

Structure (ORCA input):
```
! wB97M-V def2-TZVPD RIJCOSX def2/J DEFGRID3
* xyz 0 1
C -15.183 -9.056 31.689
C -14.804 -8.291 30.457
O -14.641 -9.214 29.397
C -14.292 -8.685 28.194
C -14.024 -9.773 27.185
O -14.296 -7.515 27.977
H -15.241 -8.409 32.564
H -14.447 -9.845 31.857
H -16.156 -9.551 31.619
H -15.509 -7.494 30.222
H -13.843 -7.803 30.656
H -14.969 -10.258 26.952
H -13.238 -10.424 27.558
H -13.640 -9.268 26.302
C -10.958 -10.142 23.231
C -11.645 -9.056 24.024
O -10.723 -8.004 24.281
C -11.133 -7.043 25.136
C -10.199 -5.865 25.220
O -12.158 -7.079 25.752
H -10.661 -9.777 22.247
H -11.688 -10.937 23.078
H -10.118 -10.551 23.788
H -12.544 -8.709 23.506
H -12.002 -9.474 24.966
H -9.313 -5.926 24.590
H -9.831 -5.824 26.248
H -10.745 -4.955 24.993
C -15.897 -21.335 24.287
C -16.721 -20.252 24.908
O -16.525 -19.063 24.154
C -17.469 -18.124 24.261
C -17.152 -16.921 23.385
O -18.423 -18.219 24.991
H -16.170 -22.283 24.755
H -14.837 -21.173 24.470
H -16.126 -21.394 23.224
H -17.785 -20.497 24.880
H -16.451 -20.083 25.951
H -16.437 -16.340 23.967
H -18.078 -16.365 23.287
H -16.770 -17.310 22.446
C -18.690 -12.097 27.765
C -18.974 -13.398 28.475
O -20.388 -13.636 28.546
C -20.960 -14.295 27.525
C -22.453 -14.359 27.694
O -20.352 -14.787 26.627
H -19.082 -12.174 26.753
H -17.625 -11.873 27.766
H -19.195 -11.255 28.252
H -18.468 -14.200 27.934
H -18.627 -13.398 29.507
H -22.845 -14.955 26.873
H -22.871 -13.353 27.612
H -22.781 -14.773 28.643
O -17.140 -13.422 25.367
C -16.174 -12.960 24.857
O -15.294 -13.624 24.081
C -14.285 -12.773 23.567
C -14.781 -11.356 23.997
O -15.888 -11.616 24.830
H -13.321 -12.996 24.016
H -14.232 -12.846 22.486
H -15.041 -10.805 23.093
H -13.945 -10.848 24.474
O -11.841 -12.041 26.139
C -11.011 -12.810 25.788
O -10.212 -13.521 26.595
C -9.362 -14.399 25.813
C -9.844 -14.176 24.361
O -10.788 -13.113 24.488
H -8.319 -14.123 25.938
H -9.572 -15.397 26.184
H -10.233 -15.073 23.885
H -9.051 -13.794 23.716
O -12.134 -14.169 21.666
C -11.271 -13.645 21.051
O -11.109 -12.306 20.927
C -9.922 -12.034 20.151
C -9.672 -13.395 19.482
O -10.314 -14.309 20.363
H -10.157 -11.301 19.387
H -9.104 -11.765 20.816
H -8.608 -13.609 19.423
H -10.104 -13.428 18.484
C -13.525 -9.464 19.693
C -14.077 -10.854 19.499
C -13.975 -11.371 18.064
C -12.607 -11.447 17.548
N -11.508 -11.465 17.194
H -14.119 -8.727 19.143
H -12.495 -9.392 19.341
H -13.561 -9.173 20.743
H -15.119 -10.961 19.813
H -13.560 -11.548 20.170
H -14.543 -10.714 17.396
H -14.430 -12.360 17.964
C -19.283 -8.747 23.551
C -18.711 -9.668 24.618
C -17.859 -8.944 25.652
C -16.625 -8.384 25.085
N -15.610 -7.984 24.719
H -18.515 -8.286 22.931
H -19.880 -7.975 24.050
H -20.020 -9.257 22.929
H -18.088 -10.461 24.204
H -19.513 -10.188 25.147
H -17.525 -9.660 26.409
H -18.375 -8.156 26.206
C -17.313 -10.026 18.516
C -18.346 -9.449 19.473
C -19.048 -10.537 20.288
C -18.150 -11.202 21.230
N -17.377 -11.730 21.893
H -17.760 -10.571 17.683
H -16.609 -10.685 19.033
H -16.743 -9.209 18.068
H -19.115 -8.950 18.886
H -17.866 -8.770 20.176
H -19.478 -11.301 19.635
H -19.863 -10.120 20.878
C -15.982 -14.710 20.940
C -17.062 -14.902 19.897
C -16.586 -15.589 18.606
C -15.876 -16.853 18.895
N -15.317 -17.827 19.113
H -15.293 -13.909 20.674
H -15.430 -15.636 21.085
H -16.472 -14.369 21.849
H -17.521 -13.952 19.613
H -17.844 -15.558 20.289
H -15.852 -14.983 18.065
H -17.412 -15.872 17.953
C -13.611 -15.203 26.845
C -12.817 -15.805 27.997
C -13.589 -16.925 28.701
C -13.847 -18.044 27.794
N -14.041 -18.893 27.047
H -13.908 -15.953 26.107
H -13.050 -14.420 26.345
H -14.560 -14.798 27.212
H -12.534 -15.029 28.703
H -11.932 -16.297 27.581
H -14.567 -16.582 29.063
H -13.082 -17.276 29.601
*
```

For the gap between HOMO and LUMO, the calculation gives 0.35269 hartree. The value obtained for the HOMO energy is -9.364 eV.



Across the entries above, relative energy (zero: lowest compared OMol25 entry of this formula, charge and spin) takes the values 2.480 0.731 4.243 0.152 0.000 eV, respectively.